No. 1
Molecular formula: C11H23LiNO10
Method: DFT, wB97M-V/def2-TZVPD

XYZ file:
```
46
Properties=species:S:1:pos:R:3:forces:R:3:lowdin_charge:R:1
Li 2.58285 1.31425 0.22204 0.96 -0.35 0.51 0.66
C -0.45595 0.03636 2.65939 -0.77 0.36 -0.69 -0.04
C -1.56632 -0.66144 1.86879 0.23 -0.44 -0.48 -0.15
N -1.64901 -0.41217 0.29101 -0.31 -1.04 1.86 -0.20
C -1.91999 1.09439 0.05918 -0.20 -1.28 0.00 0.04
C -0.29373 -0.83321 -0.36183 -1.74 0.95 -0.97 -0.12
C 0.08590 -2.30195 -0.35811 0.79 -0.59 1.22 -0.05
C -2.87188 -1.29519 -0.16956 0.83 0.71 0.78 -0.07
C -2.96102 -1.49284 -1.66350 0.32 -0.08 -1.29 -0.21
O -2.95966 -0.26283 -2.35480 -0.05 0.46 -0.43 -0.20
C -2.87428 -0.33269 -3.77349 -0.22 0.23 -0.49 -0.09
H -0.57318 -0.22499 3.71108 -0.14 -0.17 -0.02 0.09
H -0.60151 1.11477 2.59661 0.60 0.04 -0.01 0.08
H 0.53285 -0.30235 2.35012 0.14 0.35 -0.14 0.08
H -2.57097 -0.45430 2.23740 0.00 0.38 -0.05 0.11
H -1.41089 -1.72421 2.05442 -0.09 -0.22 -0.68 0.11
H -1.24141 1.77383 0.57494 0.67 -0.62 -0.34 0.10
H -2.88481 1.28919 0.52745 -0.26 -0.11 -0.45 0.10
H -1.90728 1.17670 -1.02763 -0.11 0.58 0.37 0.10
H 0.31959 -0.01692 0.01976 0.98 -0.91 0.09 0.10
H -0.43558 -0.57813 -1.41203 -0.10 0.35 -0.03 0.12
H 0.82470 -2.49063 -1.13700 0.11 0.40 0.04 0.10
H -0.66613 -3.07320 -0.52462 -0.73 0.56 -0.27 0.07
H 0.55332 -2.65440 0.56134 0.28 0.44 0.18 0.07
H -3.75703 -0.89515 0.32498 -0.03 0.61 -0.48 0.12
H -2.77657 -2.24649 0.35393 0.46 -0.18 -0.38 0.12
H -3.80963 -2.06351 -2.04071 -0.63 -0.19 0.82 0.13
H -2.13496 -2.10864 -2.01920 0.53 0.07 0.18 0.11
H -3.74195 -0.70993 -4.31474 -0.64 -0.58 0.66 0.08
H -2.04479 -0.92085 -4.16607 0.42 0.04 0.43 0.09
H -2.83270 0.67528 -4.18624 0.52 0.15 0.51 0.09
O 3.58593 4.01505 2.49844 -0.18 3.67 2.18 0.13
C 3.49024 2.81864 2.06333 4.96 -4.95 -3.92 -0.99
O 2.39390 2.29080 2.03371 -5.18 -1.02 0.56 -0.08
O 4.48213 2.23369 1.58862 0.81 0.82 0.14 -0.02
H 2.68817 3.95214 2.83260 -0.89 1.75 0.76 0.09
O 2.90125 -2.30475 2.22928 -1.38 -2.01 0.71 0.04
C 3.50864 -1.38855 1.46336 2.30 2.23 1.18 -0.94
O 2.84542 -0.60338 0.84597 -4.10 1.86 -3.06 -0.04
O 4.70946 -1.26132 1.66745 2.36 -1.30 0.14 -0.01
H 3.72479 -2.57701 2.64068 0.10 -0.81 0.78 0.08
O 2.04884 3.13706 -2.90640 -0.77 1.08 -1.27 0.10
C 2.15504 2.27489 -1.90677 2.77 -1.31 1.55 -0.92
O 1.26395 2.00523 -1.13684 -5.18 0.01 1.41 -0.05
O 3.26749 1.78186 -1.67453 2.29 -0.11 -1.13 -0.05
H 2.97687 3.20697 -3.14194 0.30 0.20 -0.46 0.10
```
Forces are in eV/Å.

Its net charge is -1. As for the largest force on an atom: 8.03 eV/A. For the energy relative to the best compared isomer or geometry (same formula, charge and spin), the calculation gives 0.0 kJ/mol. The HOMO energy is -0.1388 hartree.

=====

No. 2
Molecular formula: C11H23N3O5
Method: DFT, wB97M-V/def2-TZVPD

XYZ file:
```
42
Properties=species:S:1:pos:R:3:forces:R:3:lowdin_charge:R:1
C 3.55397 1.09128 0.35206 -0.98 -0.13 -0.74 -0.26
C 3.76336 -0.01387 -0.77378 0.06 1.48 -0.10 -0.41
C 3.29086 0.47933 1.70775 2.71 1.59 0.44 -0.15
C 3.20390 1.49414 2.88063 0.12 -0.76 1.17 -0.09
C 4.04878 2.74784 2.80136 0.50 1.29 0.85 -0.48
C -2.08668 -1.96512 -0.96191 -0.08 0.98 0.18 -0.20
C -1.24822 -0.98899 -1.78905 0.45 -0.12 -2.12 -0.44
C -3.62433 -1.51885 -1.09823 2.40 0.00 0.66 -0.31
C -3.69841 -0.01210 -0.79866 1.17 -1.61 0.84 -0.03
C -4.29173 -2.02474 -2.34446 -1.02 -1.54 1.12 -0.20
C -5.79255 -1.72829 -2.18748 1.41 1.11 0.86 -0.09
H 2.49507 2.82883 0.45651 -0.11 -0.27 -0.49 0.08
H 1.61389 1.52039 0.14335 -2.21 -0.98 0.49 0.05
H 4.45784 1.69342 0.48436 0.00 -0.04 -0.72 0.15
H 4.07514 -0.23348 1.88798 0.59 -0.26 0.21 0.11
H 2.45087 -0.08588 1.68660 -2.91 -1.64 -0.03 0.08
H 3.40835 0.96945 3.85886 -0.13 0.40 -1.01 0.13
H 2.18327 1.87665 2.97004 0.07 -0.01 -0.12 0.12
H 5.70514 3.63895 3.29271 1.44 1.99 -0.65 0.07
H 5.62100 2.19541 3.90513 2.50 -4.23 1.50 0.03
H 2.70868 1.20738 -1.75039 0.40 0.07 -0.10 0.08
H -0.75294 -2.24034 0.78557 -0.20 -0.37 -0.64 0.12
H -2.24086 -1.88435 0.99537 -11.91 0.85 11.33 -0.08
H -1.92361 -2.92343 -1.42116 -0.16 -0.56 -0.25 0.14
H -4.09096 -2.06093 -0.31650 -0.59 -0.45 1.17 0.12
H -3.38690 0.53512 -1.63161 0.72 0.98 -1.39 0.08
H -4.64985 0.32728 -0.55644 -1.85 0.41 0.51 0.05
H -3.04369 0.21197 0.05684 -0.19 0.07 -0.28 0.09
H -3.84615 -1.61292 -3.21760 0.15 0.36 -0.88 0.10
H -4.18180 -3.15471 -2.36376 0.12 1.22 -0.18 0.14
H -5.95728 -0.66874 -2.03422 -0.06 0.33 -0.27 0.07
H -6.27187 -2.18600 -1.34739 0.17 -0.62 0.80 0.07
H -6.33124 -2.03836 -3.00087 -1.33 -0.63 -2.28 0.04
H -0.70166 -0.37489 -0.19692 -0.99 -0.65 3.95 0.01
N 2.43576 1.96739 -0.10343 2.71 1.25 0.28 0.07
N 5.14747 2.95908 3.68708 -4.86 1.36 -1.87 0.19
N -1.64859 -1.93589 0.43525 11.11 -0.43 -11.03 0.11
O 4.32664 -1.05543 -0.53951 -0.69 0.88 -0.88 0.10
O 3.70324 3.68592 2.10418 0.09 -0.46 -0.21 0.05
O 3.29758 0.45409 -2.00299 0.67 -1.54 1.95 0.07
O -1.31549 -0.97051 -3.01648 0.43 0.36 2.66 0.10
O -0.40600 -0.20608 -1.03875 0.31 0.34 -4.73 0.11
```
Forces are in eV/Å.

As for the largest force on an atom: 16.46 eV/A. As for the SMILES: CC[C@H](C)[C@H](N)C(=O)O.NC(=O)CC[C@H](N)C(=O)O. For the energy relative to the best compared isomer or geometry (same formula, charge and spin), the calculation gives 314.0 kJ/mol. The HOMO energy is -0.3604 hartree.

=====

No. 3
Molecular formula: C11H23N5O3
Method: DFT, wB97M-V/def2-TZVPD

XYZ file:
```
42
Properties=species:S:1:pos:R:3:forces:R:3:lowdin_charge:R:1
C 0.93546 0.46942 -2.37517 3.62 1.15 -0.11 -0.32
C 0.75677 -0.14671 -0.99572 -5.20 -4.17 3.01 -0.36
C -0.12320 1.51814 -2.65046 -1.26 -0.25 0.21 -0.40
C -0.00730 2.34570 -3.90111 -2.46 1.29 -0.03 -0.10
C -0.21403 2.65076 -1.52674 -2.10 -0.96 2.03 -0.07
C 2.00072 -1.16240 1.16533 1.14 0.20 0.34 -0.15
C 1.98283 -2.78016 0.90657 0.28 2.24 -0.16 -0.51
C 1.00557 -1.06566 2.40053 -0.40 1.95 -3.41 -0.13
C 0.57515 0.33802 2.96561 -1.16 1.24 -2.49 -0.11
C -1.04573 0.64823 2.96084 0.44 -0.12 1.33 -0.16
C -2.90974 1.16077 1.16594 -3.15 1.08 0.26 -0.52
H 0.16414 -1.07053 -3.40551 0.35 -0.44 -0.22 0.08
H 1.79923 -1.22190 -3.10049 -0.36 -0.20 -0.39 0.08
H 1.97502 1.01071 -2.33693 -1.59 -0.85 -0.18 0.17
H -1.05270 0.84115 -2.86390 0.94 1.57 1.15 0.16
H -0.95159 2.95707 -3.75947 0.73 -0.38 -0.56 0.09
H -0.22359 1.84489 -4.84088 0.91 -0.10 -0.14 0.08
H 0.71722 3.15501 -3.85749 0.72 -0.56 -0.48 0.08
H -1.22222 3.22003 -1.51951 1.29 -1.46 -0.21 0.10
H 0.46284 3.50659 -1.65995 0.53 -0.80 -0.09 0.07
H -0.15489 2.21517 -0.43086 0.14 0.99 -2.11 0.08
H 2.46768 0.48766 -0.12502 -1.82 -2.60 -0.01 0.19
H 3.09331 -0.76729 1.41587 -2.29 -1.44 -0.25 0.18
H 1.44603 -1.74907 3.04226 0.66 -0.87 2.00 0.09
H 0.20920 -1.60133 1.90906 -1.22 0.14 0.58 0.10
H 1.10850 0.42822 3.92361 -0.91 0.48 -0.10 0.10
H 0.84506 1.27296 2.28823 0.41 -2.12 1.12 0.13
H -1.18182 1.48395 3.69471 0.08 -0.11 -1.05 0.11
H -1.57231 -0.14765 3.47985 -0.11 -0.55 -0.24 0.10
H -1.04954 0.74695 0.82529 0.37 -0.23 0.38 0.06
H -3.70738 0.92713 2.80027 -0.58 0.87 0.09 0.01
H -2.67897 0.51407 -0.77294 -0.97 1.19 0.12 0.08
H -3.96353 1.75602 -0.46069 -0.10 -0.78 -0.28 0.07
H 0.32863 -2.57322 -0.07661 0.54 -0.11 -0.12 0.10
N 1.07080 -0.60289 -3.46156 -0.65 1.56 2.09 0.08
N 1.71639 -0.32302 -0.04609 3.06 3.74 -1.31 0.08
N -1.64721 0.91367 1.62597 1.73 -0.38 -0.84 0.03
N -4.00138 1.33352 1.89552 2.57 -1.37 -0.56 0.07
N -3.05526 1.35478 -0.28361 2.21 -0.86 2.29 0.09
O -0.41753 -0.72150 -0.68581 4.00 1.75 -1.71 -0.09
O 2.73829 -3.51244 1.44962 0.79 -0.20 0.50 0.14
O 1.03165 -3.24426 0.11439 -1.19 0.49 -0.49 0.13
```
Forces are in eV/Å.

As for the largest force on an atom: 7.31 eV/A. As for the SMILES: [H]/N=C(/N)NCCC[C@H](NC(=O)[C@@H](N)C(C)C)C(=O)O. For the energy relative to the best compared isomer or geometry (same formula, charge and spin), the calculation gives 388.5 kJ/mol. The HOMO energy is -0.3086 hartree.

=====

No. 4
Molecular formula: C11H23N7O15
Method: DFT, wB97M-V/def2-TZVPD

XYZ file:
```
56
Properties=species:S:1:pos:R:3:forces:R:3:lowdin_charge:R:1
N -0.64143 1.40333 -0.41998 -3.08 11.25 -2.67 0.15
C -0.96335 2.65519 -0.67465 2.38 -6.01 4.22 -0.08
O -1.20025 4.10870 -0.38792 1.59 -4.96 -2.79 -0.04
C -0.41489 4.90736 -1.34125 2.04 2.57 -0.95 -0.21
C 1.14762 5.20693 -0.94463 0.04 -0.53 -0.84 -0.07
C 1.97381 4.11261 -1.89330 -0.24 -0.66 0.78 -0.13
O 1.28187 4.26553 -3.21599 -3.29 0.41 3.17 -0.08
C -0.16964 4.37285 -2.87098 -1.78 -2.45 -6.29 -0.20
O -1.00584 4.02550 -3.85339 4.79 2.50 6.92 0.02
H -0.91495 5.96874 -1.35171 0.46 -2.41 -0.20 0.18
H 1.31338 5.17871 0.21322 -0.15 -0.02 -2.35 0.14
H 1.39003 6.27539 -1.41361 -0.48 -2.30 1.24 0.15
H 3.15894 4.24088 -1.94877 -3.35 0.14 -0.28 0.11
H 1.76299 2.98117 -1.57983 0.49 2.48 -0.30 0.14
C 0.88134 -1.48147 -1.35398 -0.24 0.25 -0.16 0.03
N 2.33183 -1.52263 -1.02518 0.96 0.16 0.18 -0.42
O 2.94866 -0.45135 -1.05100 -0.63 -1.68 0.12 0.05
O 2.81014 -2.62936 -0.75043 -0.43 1.59 -0.34 0.04
H 0.59807 -0.45007 -1.57387 0.19 -0.29 0.12 0.05
H 0.72296 -2.11930 -2.22599 0.04 -0.03 0.27 0.10
H 0.33569 -1.85429 -0.48466 0.13 -0.06 -0.21 0.10
C -3.93404 1.21631 0.33629 0.13 0.21 0.05 0.03
N -4.73884 0.12575 0.95004 -0.57 -0.66 0.39 -0.41
O -4.84471 0.12498 2.18194 0.01 -0.28 -1.69 0.05
O -5.24156 -0.69873 0.17763 0.66 1.05 1.32 0.05
H -3.55470 1.86448 1.12899 -0.15 -0.26 -0.11 0.10
H -3.11025 0.75105 -0.20889 -0.27 0.07 0.02 0.07
H -4.59103 1.77266 -0.33548 0.12 -0.21 0.02 0.11
C -5.21829 -4.14822 -0.00631 -0.23 0.22 -0.18 0.03
N -3.82245 -4.65954 -0.06886 0.98 -0.38 -0.05 -0.43
O -3.09020 -4.19945 -0.95256 -0.78 -0.75 1.30 0.04
O -3.50137 -5.50839 0.77107 -0.29 1.25 -1.29 0.05
H -5.36055 -3.41154 -0.79969 0.16 -0.19 0.22 0.09
H -5.88760 -4.99960 -0.14588 0.17 0.11 0.17 0.10
H -5.35768 -3.68994 0.97501 0.00 -0.18 -0.17 0.10
C 6.73194 3.62072 -1.15146 0.08 -0.33 0.19 0.05
N 5.61083 4.57673 -1.35849 -0.27 0.82 -0.32 -0.40
O 4.56145 4.36064 -0.74131 1.58 0.56 -0.53 0.01
O 5.81604 5.51712 -2.13480 -0.62 -1.44 1.29 0.07
H 6.41269 2.84880 -0.44817 -0.03 0.26 -0.19 0.10
H 6.97442 3.18222 -2.12164 0.02 0.21 0.15 0.11
H 7.57567 4.18464 -0.74828 -0.14 -0.05 -0.22 0.10
C -4.43869 -1.52787 4.94298 -0.20 0.08 -0.32 0.03
N -4.86975 -1.49930 6.36674 -0.38 0.03 1.05 -0.43
O -6.01982 -1.11110 6.60222 1.67 -0.58 -0.10 0.05
O -4.04127 -1.86742 7.20770 -1.29 0.56 -1.08 0.05
H -5.26316 -1.18003 4.31718 0.21 -0.07 0.26 0.08
H -3.57551 -0.86607 4.84674 -0.10 -0.23 0.06 0.10
H -4.17754 -2.55958 4.69840 0.09 0.21 0.13 0.10
C 4.18844 -5.69066 -0.56431 -0.21 0.23 -0.19 0.03
N 5.58428 -6.20198 -0.62686 1.03 -0.34 -0.11 -0.43
O 6.31653 -5.74189 -1.51057 -0.84 -0.80 1.32 0.05
O 5.90536 -7.05083 0.21307 -0.29 1.21 -1.26 0.04
H 4.04618 -4.95398 -1.35769 0.15 -0.19 0.23 0.08
H 3.51913 -6.54204 -0.70388 0.16 0.11 0.17 0.10
H 4.04905 -5.23238 0.41701 0.00 -0.19 -0.17 0.10
```
Forces are in eV/Å.

As for the largest force on an atom: 11.96 eV/A. As for the SMILES: N#CO[C@H]1CCOC1=O.C[N+](=O)[O-].C[N+](=O)[O-].C[N+](=O)[O-].C[N+](=O)[O-].C[N+](=O)[O-].C[N+](=O)[O-]. The HOMO energy is -0.4018 hartree.

=====

No. 5
Molecular formula: C11H23O5PS
Method: DFT, wB97M-V/def2-TZVPD

XYZ file:
```
41
Properties=species:S:1:pos:R:3:forces:R:3:lowdin_charge:R:1
O -2.88119 -1.29470 2.47180 -0.41 -0.25 0.25 0.09
C -2.24856 -0.31397 2.24203 0.59 0.06 -0.05 -0.37
O -2.77669 0.83683 1.80243 -0.09 -0.01 -0.27 -0.02
C -1.95447 1.53856 0.83955 0.09 0.06 0.07 -0.26
C -1.89754 3.01554 1.14854 0.07 -0.15 0.04 -0.41
P -0.78911 4.03455 0.06481 -0.11 0.34 -0.05 0.91
C 0.86637 3.19119 0.17578 0.01 -0.12 -0.03 -0.42
C 1.65477 2.99955 -1.13167 0.09 0.08 0.09 -0.26
C 1.39549 1.73857 -1.95896 0.04 0.07 -0.17 -0.19
C -0.01520 1.49060 -2.45062 -0.01 -0.12 -0.12 -0.27
O -0.04583 0.19303 -3.05888 0.07 -0.01 0.11 -0.07
H -1.15332 -0.27226 2.38391 -0.02 0.09 -0.15 0.14
H -2.41638 1.36584 -0.13489 0.02 0.01 0.01 0.12
H -0.95689 1.09087 0.82558 -0.03 -0.01 0.00 0.08
H -1.54941 3.16392 2.17508 -0.05 0.00 -0.02 0.08
H -2.90350 3.43568 1.08252 0.06 0.10 0.05 0.08
H -1.26176 3.58511 -1.18956 0.06 -0.19 0.03 -0.07
H 0.82269 2.24632 0.72413 -0.06 -0.02 -0.07 0.07
H 1.44160 3.88184 0.79763 0.02 -0.11 0.05 0.06
H 2.70792 2.93487 -0.84340 0.00 0.11 -0.05 0.11
H 1.57952 3.90228 -1.74830 -0.12 -0.06 -0.02 0.10
H 1.72128 0.85787 -1.40429 -0.08 0.00 0.11 0.10
H 2.03291 1.80316 -2.84691 0.05 -0.11 0.06 0.12
H -0.73786 1.53067 -1.63575 0.05 0.00 0.05 0.07
H -0.29567 2.23994 -3.20168 -0.07 0.06 0.13 0.12
H -0.92913 -0.16799 -2.95684 -0.04 0.03 -0.10 0.08
C 0.33532 -4.30813 -0.17303 0.02 0.00 0.04 -0.22
C 0.09601 -4.10228 1.32971 -0.01 0.02 -0.02 -0.21
C 1.11918 -3.06976 1.81658 -0.11 -0.11 0.05 -0.21
S 1.48086 -2.02542 0.39498 -0.14 0.03 0.09 0.66
O 2.86462 -2.18762 0.03269 0.00 0.08 -0.01 -0.31
O 0.93981 -0.70193 0.61776 0.04 0.07 0.00 -0.35
C 0.45625 -2.91175 -0.77328 -0.04 -0.10 -0.06 -0.23
H -0.47457 -4.86781 -0.63829 0.00 0.00 0.00 0.12
H 1.26261 -4.86194 -0.33453 0.00 0.01 -0.01 0.12
H -0.91506 -3.72398 1.49331 0.01 0.02 -0.01 0.11
H 0.19226 -5.03374 1.88527 -0.01 0.00 0.00 0.11
H 0.74145 -2.43614 2.61525 0.05 0.03 0.00 0.10
H 2.06058 -3.52529 2.11791 0.02 0.02 -0.05 0.10
H 0.93647 -2.87092 -1.74804 0.03 0.06 0.01 0.11
H -0.50581 -2.40117 -0.80833 0.00 0.02 0.02 0.10
```
Forces are in eV/Å.

As for the largest force on an atom: 0.59 eV/A. As for the SMILES: O=S1(=O)CCCC1.O=COCCPCCCCO. The HOMO energy is -0.3261 hartree.

=====

no.,frontier orbital gap (eV)
1,5.514
2,10.081
3,8.536
4,9.501
5,9.393